13
Properties=species:S:1:pos:R:3:forces:R:3 method="wB97M-V/def2-TZVPD" total_energy_ev=-20646.5889 orbital_gap_ev=9.215 fmax_ev_per_a=1.025 de_lowest_ev=3.591 e_lumo_ev=0.4
S 2.446514 -0.013113 -0.209336 -0.107 -0.027 0.025
C 0.865102 0.089397 0.089399 -0.082 0.107 -0.029
O 0.138803 1.166336 -0.255673 -0.009 -0.284 0.223
C -1.122415 1.343948 0.418692 -0.048 0.314 -0.863
C -2.189416 0.490370 -0.249938 0.969 -0.143 0.301
C -1.831743 -0.958075 -0.367459 0.416 -0.356 -0.012
N -0.803541 -1.610491 0.002629 -0.492 0.200 -0.163
O 0.176128 -0.874632 0.766309 0.126 0.242 -0.019
H -1.025360 1.127430 1.463768 0.116 -0.193 0.547
H -1.332923 2.413047 0.300514 -0.070 -0.304 0.004
H -2.372995 0.850779 -1.247040 -0.102 0.218 -0.531
H -3.109311 0.575850 0.286126 -0.796 0.046 0.411
H -2.527463 -1.611322 -0.901657 0.079 0.180 0.106